(1)
Here is a molecular structure, C5H6S2 from the OMol25 dataset. Energies are from ωB97M-V/def2-TZVPD.

As for the gap between HOMO and LUMO: 8.54 eV. Its LUMO energy is 0.014 Eh. Its relative energy (zero: lowest compared OMol25 entry of this formula, charge and spin) is 329.8 kJ/mol.

Last column: Mulliken charge in e.
CARTESIAN COORDINATES (ANGSTROEM)
1 C 0.9570 0.9452 -0.1043  -0.1826
2 C -0.4881 1.0590 0.2697  -0.4107
3 C -1.0057 -1.3582 0.6245  -0.4978
4 C 0.1644 -1.0563 1.3120  -0.4214
5 C 0.5861 0.4627 1.1395  0.2184
6 H 0.3376 -1.1160 -1.5493  0.1402
7 H 1.4033 1.9820 -0.0336  0.2976
8 H -0.8603 2.0620 0.5020  0.3353
9 H -1.2478 -2.3283 0.6596  0.4739
10 H 0.9430 -1.8902 1.5280  0.2409
11 H 1.2676 1.1578 1.8261  0.2317
12 S 1.6319 0.0101 -1.3873  -0.2821
13 S -1.8273 -0.0215 -0.0115  -0.1435

=====

(2)
Here is C5H6S2 in the gas phase from the OMol25 dataset. Energies are from ωB97M-V/def2-TZVPD.

As for the gap between HOMO and LUMO: 8.45 eV. Its LUMO energy is -0.007 Eh. Its relative energy (zero: lowest compared OMol25 entry of this formula, charge and spin) is 361.2 kJ/mol.

Last column: Mulliken charge in e.
CARTESIAN COORDINATES (ANGSTROEM)
1 C -0.7722 -0.2276 -1.2522  -0.2026
2 C 0.1974 -1.0614 -0.9722  -0.3871
3 C -1.9605 0.5065 0.8078  -0.5559
4 C -1.3238 0.7699 -0.3663  -0.3299
5 C 2.1768 0.1102 0.0332  -0.1307
6 S 1.1247 -1.1416 0.5708  -0.0661
7 S 3.1466 0.8369 1.2394  -0.1285
8 H -1.1740 -0.4219 -2.1803  0.4223
9 H 0.7236 -1.6351 -1.6974  0.4491
10 H -2.5336 1.2045 1.3780  0.2897
11 H -1.8712 -0.5249 1.2542  0.1845
12 H -1.2746 1.6714 -0.8755  0.3517
13 H 3.5408 -0.0869 2.0606  0.1035

=====

(3)
Here is C5H6S2 in the gas phase from the OMol25 dataset. Energies are from ωB97M-V/def2-TZVPD.

As for the gap between HOMO and LUMO: 8.33 eV. Its LUMO energy is -0.001 Eh. As for the structure (SMILES): S=C1C[C@H]2C[C@@H]2S1. Its relative energy (zero: lowest compared OMol25 entry of this formula, charge and spin) is 417.1 kJ/mol.

Last column: Mulliken charge in e.
CARTESIAN COORDINATES (ANGSTROEM)
1 S -2.3257 -0.6613 0.4857  -0.2767
2 C -0.8785 -0.1670 0.0158  0.2695
3 C -0.0624 0.3545 1.3068  -0.7608
4 C 1.1749 0.8674 0.6431  -0.1306
5 C 2.6187 0.7133 0.2815  -0.3784
6 C 1.5883 -0.0954 -0.5335  -0.1541
7 S 0.1186 -0.1482 -1.4063  -0.1917
8 H -0.7405 0.9043 1.9640  0.4091
9 H 0.1480 -0.6854 1.8794  0.2539
10 H 0.8069 1.8536 0.1839  0.1891
11 H 3.4332 0.2714 0.9807  0.2802
12 H 2.8107 1.6569 -0.1609  0.2195
13 H 2.2092 -1.0853 -0.3999  0.2711

=====

(4)
Here is C5H6S3 in the gas phase from the OMol25 dataset. Energies are from ωB97M-V/def2-TZVPD.

As for the gap between HOMO and LUMO: 6.81 eV. Its LUMO energy is -0.076 Eh. As for the structure (SMILES): S=CC(=S)SC1CC1. Its relative energy (zero: lowest compared OMol25 entry of this formula, charge and spin) is 448.0 kJ/mol.

Last column: Mulliken charge in e.
CARTESIAN COORDINATES (ANGSTROEM)
1 S -3.0390 -0.9534 -0.0351  -0.1331
2 C -2.0790 0.4581 0.6482  -0.3128
3 C -0.6014 0.6667 0.0213  0.2177
4 S 0.1113 2.1245 -0.1996  -0.1823
5 S 0.2694 -0.8976 -0.2212  -0.0726
6 C 1.9278 -0.4853 -0.5125  -0.0140
7 C 2.9302 -1.4001 0.2697  -0.6506
8 C 2.8575 0.1999 0.5043  -0.4332
9 H -2.4266 1.5191 1.0391  0.2893
10 H 1.9409 -0.1795 -1.7529  0.2859
11 H 2.5719 -2.0905 1.0325  0.2996
12 H 3.8804 -1.7422 -0.3125  0.2052
13 H 3.6420 0.8631 0.1738  0.2383
14 H 2.7133 0.6182 1.5291  0.2624

=====

(5)
Here is a molecular structure, C5H6Si from the OMol25 dataset. Energies are from ωB97M-V/def2-TZVPD.

As for the gap between HOMO and LUMO: 9.88 eV. Its LUMO energy is 0.039 Eh. Its relative energy (zero: lowest compared OMol25 entry of this formula, charge and spin) is 385.4 kJ/mol.

Last column: Mulliken charge in e.
CARTESIAN COORDINATES (ANGSTROEM)
1 C 0.0465 -0.6057 2.2274  -0.5525
2 C 0.4049 0.6181 2.0301  -0.3187
3 C 0.1902 0.7586 -2.2119  -0.3808
4 C -0.6764 -0.3019 -2.2231  -0.4604
5 C -0.3242 0.0511 0.9077  -0.2629
6 Si 0.4768 -0.5036 -0.7710  0.1978
7 H -0.0011 -1.3897 2.8729  0.3883
8 H 0.5949 1.6617 2.2588  0.3701
9 H 0.3085 1.5884 -2.9561  0.3499
10 H -1.5408 -0.6153 -2.7580  0.3942
11 H -1.3457 0.3475 0.8666  0.3646
12 H 1.8664 -1.6093 -0.2433  -0.0895

=====

(6)
Here is a molecular structure, C5H7AsF3N3ReS5 from the OMol25 dataset. Energies are from ωB97M-V/def2-TZVPD.

As for the gap between HOMO and LUMO (spin up / spin down): 6.48 / 6.37 eV. Its LUMO energy (spin up / spin down) is -0.050 / -0.053 Eh. Its expectation value of S² is 0.758. Its relative energy (zero: lowest compared OMol25 entry of this formula, charge and spin) is 7.2 kJ/mol. As for the multiplicity: 2.

Last column: Mulliken spin population.
CARTESIAN COORDINATES (ANGSTROEM)
1 Re -0.4293 -0.0589 0.9675  0.6228
2 S -1.6894 -1.5501 5.3811  -0.0077
3 As -2.1706 -0.4129 3.7554  -0.0045
4 S -0.2845 0.8063 2.9549  0.2849
5 S -1.7219 -1.5765 1.7180  0.0877
6 S -3.8560 0.7378 3.4611  0.0263
7 C -5.1708 1.5942 -2.2132  0.0000
8 C -4.8735 2.2034 -0.8436  0.0006
9 C -3.4081 2.2429 -0.5546  -0.0020
10 N -2.7100 1.1981 -0.3162  0.0042
11 N -1.3906 1.4914 -0.0592  -0.0005
12 C -1.0994 2.7762 -0.1299  0.0055
13 N 0.1285 3.2689 0.0899  0.0026
14 S -2.4804 3.7251 -0.5152  0.0005
15 H -6.2459 1.5523 -2.3805  0.0001
16 H -4.7745 0.5819 -2.2710  0.0000
17 H -4.7243 2.1844 -3.0142  0.0000
18 H -5.3271 1.6097 -0.0480  -0.0002
19 H -5.2833 3.2114 -0.7691  0.0001
20 H 0.8389 2.6657 0.4788  0.0007
21 H 0.2489 4.2546 0.2445  0.0001
22 F 2.0504 -1.6242 1.6284  -0.0001
23 C 1.4447 -0.9516 0.6485  -0.0201
24 F 1.4843 -1.7334 -0.4557  -0.0006
25 F 2.2481 0.1422 0.3644  -0.0002

=====

(7)
Here is C5H7BBrNO2 in the gas phase from the OMol25 dataset. Energies are from ωB97M-V/def2-TZVPD.

As for the gap between HOMO and LUMO: 9.01 eV. Its LUMO energy is 0.012 Eh. As for the structure (SMILES): OB1[C@@H](O)C=N[C@H]2C[C@@]12Br. Its relative energy (zero: lowest compared OMol25 entry of this formula, charge and spin) is 334.4 kJ/mol.

Last column: Mulliken charge in e.
CARTESIAN COORDINATES (ANGSTROEM)
1 O -1.2515 -2.1133 -0.3578  -0.4679
2 B -0.4915 -1.0315 -0.0970  0.3727
3 C 1.2408 -0.9681 -0.2385  -0.1727
4 O 1.7871 -1.5525 -1.3607  -0.4916
5 C 1.6162 0.5547 -0.1482  -0.0529
6 N 0.9309 1.5135 0.3109  -0.5999
7 C -0.4285 1.4967 0.7729  -0.1586
8 C -1.5347 1.5428 -0.2420  -0.9105
9 C -1.3247 0.3118 0.5487  0.2919
10 Br -2.5179 -0.2117 1.9810  -0.1780
11 H -0.8630 -3.0169 -0.4074  0.3282
12 H 1.5704 -1.4315 0.6447  0.2870
13 H 2.7524 -1.5173 -1.2101  0.3289
14 H 2.5658 0.7329 -0.5594  0.3447
15 H -0.5303 2.0390 1.6628  0.4437
16 H -2.2617 2.1522 -0.0510  0.3821
17 H -1.2598 1.4992 -1.2490  0.2529

=====

(8)
Here is C5H7BFNO2 in the gas phase from the OMol25 dataset. Energies are from ωB97M-V/def2-TZVPD.

As for the gap between HOMO and LUMO: 8.90 eV. Its LUMO energy is -0.005 Eh. As for the structure (SMILES): OB(O)\N=C/C=C\C=C\F. Its relative energy (zero: lowest compared OMol25 entry of this formula, charge and spin) is 193.0 kJ/mol.

Last column: Mulliken charge in e.
CARTESIAN COORDINATES (ANGSTROEM)
1 O -0.2668 -2.0142 -2.8632  -0.5516
2 B -0.6514 -0.8176 -2.3834  0.6279
3 O -0.8850 0.2643 -3.1510  -0.4969
4 N -0.9015 -0.8700 -0.9935  -0.4956
5 C -0.3752 -0.7998 0.1592  -0.4469
6 C 1.0256 -0.5415 0.5666  -0.1154
7 C 1.3709 0.2739 1.5970  -0.0899
8 C 0.5441 1.1655 2.2385  -0.3375
9 C -0.4569 1.8832 1.6732  -0.1432
10 F -1.4189 2.6011 2.3203  -0.2595
11 H 0.0763 -2.5654 -2.1726  0.3207
12 H -0.9956 0.1464 -4.0920  0.3065
13 H -1.0596 -0.9185 1.0908  0.3989
14 H 1.7214 -1.1930 0.0193  0.3313
15 H 2.4394 0.1619 2.0272  0.2318
16 H 0.7190 1.5975 3.2266  0.3055
17 H -0.8857 1.6264 0.7369  0.4139

=====

(9)
Here is C5H7BO3S in the gas phase from the OMol25 dataset. Energies are from ωB97M-V/def2-TZVPD.

As for the gap between HOMO and LUMO (spin up / spin down): 6.81 / 7.14 eV. Its LUMO energy (spin up / spin down) is -0.061 / -0.050 Eh. Its relative energy (zero: lowest compared OMol25 entry of this formula, charge and spin) is 273.1 kJ/mol.

Last column: Mulliken charge in e.
CARTESIAN COORDINATES (ANGSTROEM)
1 B 0.2941 1.0267 -1.9909  0.4954
2 C -0.0995 -1.4744 1.8736  0.0874
3 C 0.9206 -0.5091 1.7489  -0.5776
4 C -0.8033 1.1558 0.3542  -0.2321
5 C -0.9853 -2.0227 1.0006  -0.6132
6 C 0.2479 0.7065 -0.4744  0.2764
7 O -1.9880 1.3108 0.0592  -0.4888
8 O -0.8565 1.4095 -2.6571  -0.4747
9 O 1.4218 0.9147 -2.7216  -0.5068
10 S 1.6572 0.1439 0.2998  -0.0573
11 H -0.2440 -1.8309 2.9563  0.2161
12 H 1.5927 -0.4435 2.5570  0.4285
13 H -0.4810 1.4897 1.4353  0.3090
14 H -1.5637 -2.9441 1.1165  0.3171
15 H -0.7888 -1.5540 0.0541  0.2475
16 H -0.5212 1.8114 -3.4566  0.2898
17 H 2.1969 0.8098 -2.1549  0.2832

=====

(10)
Here is a molecular structure, C5H7BiLiO3 from the OMol25 dataset. Energies are from ωB97M-V/def2-TZVPD.

As for the gap between HOMO and LUMO (spin up / spin down): 3.28 / 3.24 eV. Its LUMO energy (spin up / spin down) is -0.706 / -0.708 Eh. Its expectation value of S² is 0.753. Its relative energy (zero: lowest compared OMol25 entry of this formula, charge and spin) is 7.1 kJ/mol. As for the multiplicity: 2. As for the total charge: +4.

Last column: Mulliken spin population.
CARTESIAN COORDINATES (ANGSTROEM)
1 C -3.7181 -0.4874 -0.9275  -0.0001
2 C -4.4011 -0.4863 0.0751  -0.0018
3 H -3.0863 -0.6139 -1.7925  0.0010
4 H -5.1086 -0.6048 0.8808  0.0000
5 H -1.4244 -0.4013 1.2481  0.0013
6 O -0.6917 1.3445 -0.3101  -0.0059
7 Li -0.4745 -2.6770 0.0810  0.0001
8 O -0.7439 -0.7012 0.5539  0.0117
9 C -0.1256 0.2908 -0.0225  0.0353
10 O 1.1065 0.0800 -0.3682  0.0043
11 C 2.1412 0.0821 0.5697  0.0072
12 C 3.4731 0.3639 0.0117  -0.0009
13 H 1.9792 -0.6250 1.3912  0.0016
14 H 3.7938 -0.4590 -0.6525  0.0012
15 H 4.1973 0.4444 0.8305  0.0011
16 H 3.4733 1.2931 -0.5747  0.0001
17 Bi -0.3902 3.1570 -0.9939  0.9438

=====

Number 1: DFT total energy -26948.5068 eV. Number 2: DFT total energy -26948.1811 eV. Number 3: DFT total energy -26947.6021 eV. Number 4: DFT total energy -37783.1499 eV. Number 5: DFT total energy -13153.4564 eV. Number 6: DFT total energy -135066.0081 eV. Number 7: DFT total energy -81601.2241 eV. Number 8: DFT total energy -14278.1501 eV. Number 9: DFT total energy -22951.8226 eV. Number 10: DFT total energy -17429.0171 eV.